An isolated molecule of C4H7N3. Source: OMol25; level of theory: ωB97M-V/def2-TZVPD.

Summary:
relative energy (zero: lowest compared OMol25 entry of this formula, charge and spin): 115.93 kcal/mol
charge: 0
spin multiplicity: 1
LUMO level: -0.024 hartree

The geometry in XYZ format:
```
14
Properties=species:S:1:pos:R:3:mulliken_charge:R:1
C -1.38338 0.71846 -0.68430 -0.875
C -1.14292 -0.92265 0.79916 -0.955
N -0.26041 0.13631 0.24046 -0.060
C 1.10990 -0.24211 -0.31311 0.502
N 1.33147 -1.44010 -0.63468 -0.483
C 2.08890 0.83050 -0.40879 0.057
N 2.84026 1.70873 -0.46156 -0.359
H -0.95335 1.55837 -1.21864 0.361
H -2.25577 1.00963 -0.08002 0.340
H -1.72340 -0.06589 -1.36612 0.340
H -1.07787 -1.74896 0.08922 0.239
H -0.84873 -1.17383 1.80658 0.250
H -0.06176 0.86470 0.93179 0.361
H 2.27930 -1.54639 -1.00693 0.283
```



A structure of composition C25H26BrN4O2SSc. Source: OMol25; level of theory: ωB97M-V/def2-TZVPD.

Summary:
relative energy (zero: lowest compared OMol25 entry of this formula, charge and spin): 13.07 kcal/mol
charge: +2
spin multiplicity: 1
LUMO level: -0.228 hartree

The geometry in XYZ format:
```
60
Properties=species:S:1:pos:R:3:mulliken_charge:R:1
Sc 0.15773 -0.28509 0.84576 1.239
Br 3.02071 -7.28841 1.80453 -0.125
C 2.57034 -5.48550 1.69099 -0.143
C 3.41178 -4.50264 2.24672 -0.350
C 3.07707 -3.16589 2.14150 -0.796
C 1.82080 -2.77838 1.57345 0.546
O 1.63147 -1.46280 1.37455 -0.136
C 0.86931 -3.75470 1.19479 -0.042
C -0.46750 -3.40749 0.87776 -0.176
N -0.92357 -2.13698 0.69963 0.023
C -2.27303 -1.90403 0.41709 0.298
C -3.02026 -2.77323 -0.37090 -0.335
C -4.33561 -2.43281 -0.74293 -1.042
C -4.89719 -1.24301 -0.29794 -0.886
C -4.14660 -0.33663 0.50452 1.095
C -4.67858 0.88392 0.97071 -0.548
C -3.87300 1.69255 1.79635 -0.817
C -2.54475 1.29740 2.03823 -0.380
N -1.98029 0.22563 1.45316 0.024
C -2.78750 -0.67042 0.82036 0.188
C 1.33249 -5.12920 1.14823 -0.751
H 4.31857 -4.85150 2.71982 0.449
H 3.81544 -2.38441 2.38861 0.389
H -1.18110 -4.22219 0.80217 0.551
H -2.53533 -3.71982 -0.63356 0.481
H -4.90443 -3.10715 -1.36362 0.454
H -5.92022 -0.98899 -0.53422 0.449
H -5.71435 1.12002 0.79627 0.476
H -4.23646 2.63659 2.17003 0.439
H -1.92576 1.78790 2.80436 0.551
H 0.72820 -5.88053 0.68601 0.513
N 4.05726 4.62764 1.33156 -0.483
C 3.26968 3.53744 1.50274 1.025
C 1.95588 3.58978 1.97029 -0.696
C 1.18964 2.44876 1.98238 -0.183
N 1.59877 1.27530 1.46728 0.051
C 2.94585 1.18620 1.22445 -0.637
C 3.79279 2.23933 1.21508 -0.606
H 3.73224 5.55793 1.68800 0.255
H 5.05862 4.44328 1.35770 0.254
H 1.46128 4.54490 2.21973 0.306
H 0.15815 2.48770 2.39577 0.096
H 3.32958 0.20425 0.98868 0.378
H 4.83700 2.07550 0.93023 0.366
C -0.55935 0.76308 -5.01173 -1.349
C -0.81509 0.44749 -3.54456 -0.253
S 0.67718 0.52574 -2.49582 0.097
O 0.16657 0.41387 -0.99360 -0.378
C 1.01916 2.31584 -2.67623 -0.464
C -0.11316 3.23212 -2.27312 -1.069
H -1.35530 0.41102 -5.64749 0.400
H 0.30350 0.27524 -5.40710 0.397
H -0.49266 1.84942 -5.24961 0.302
H -1.08480 -0.60379 -3.46578 0.455
H -1.63268 1.08779 -3.15188 0.316
H 1.29198 2.46078 -3.73109 0.516
H 1.94145 2.46526 -2.08415 0.374
H -0.87843 3.21882 -3.03354 0.324
H 0.27611 4.26561 -2.20922 0.379
H -0.53957 2.92146 -1.32135 0.184
```



A structure of composition C26H36N2O5PdSSi. Source: OMol25; level of theory: ωB97M-V/def2-TZVPD.

Summary:
relative energy (zero: lowest compared OMol25 entry of this formula, charge and spin): 66.89 kcal/mol
charge: +1
spin multiplicity: 2
LUMO level (alpha / beta): -0.208 / -0.210 hartree

The geometry in XYZ format:
```
72
Properties=species:S:1:pos:R:3:mulliken_charge:R:1
Pd -0.68486 0.78030 0.06660 0.633
C -0.17745 -0.05035 -3.22595 -1.059
O 0.10788 0.86837 -2.17108 -0.052
C 1.35290 1.57397 -2.28871 -0.755
C 2.19438 1.39046 -1.04690 -0.358
O 1.41894 1.88450 0.04036 0.479
C 2.06567 2.04006 1.30175 -0.790
C 1.38310 1.22290 2.38384 -0.524
O -0.03633 1.38220 2.27613 -0.008
C -0.74540 0.82845 3.38142 -0.948
H -0.19772 0.47100 -4.18422 0.356
H -1.15532 -0.47793 -3.01861 0.255
H 0.56190 -0.85416 -3.25502 0.423
H 1.11953 2.63326 -2.41968 0.196
H 1.90789 1.21690 -3.15741 0.531
H 3.11927 1.96494 -1.14677 0.539
H 2.44425 0.34103 -0.88889 0.097
H 2.01809 3.10229 1.54984 0.260
H 3.10668 1.71936 1.24849 0.494
H 1.71952 1.59860 3.35483 0.547
H 1.64762 0.17090 2.29991 0.241
H -0.55835 1.42214 4.27776 0.263
H -0.44413 -0.20655 3.56183 0.337
H -1.80417 0.86470 3.13643 0.279
C -1.93320 6.76705 0.07583 -1.025
Si -0.37597 5.72921 -0.11398 -0.068
C 0.47224 6.12524 -1.74217 -1.004
C 0.78609 6.08182 1.32082 -1.022
C -0.84580 3.93151 -0.08461 -0.921
H -1.68120 7.82933 0.04752 0.308
H -2.42914 6.56196 1.02673 0.320
H -2.64610 6.56670 -0.72643 0.320
H 0.62000 7.20178 -1.84763 0.337
H -0.12843 5.78936 -2.59112 0.333
H 1.45191 5.64673 -1.80657 0.304
H 0.93836 7.15665 1.43662 0.357
H 1.76497 5.62322 1.16476 0.298
H 0.37537 5.70184 2.25976 0.331
H -1.15337 3.40206 -0.98167 0.494
H -0.99262 3.42654 0.86507 0.501
O 2.90083 -1.23939 0.85878 -0.689
C 1.83279 -1.73278 0.56299 -0.589
N 1.56320 -3.05457 0.35075 0.050
C 0.15425 -3.31776 0.08025 3.626
C -0.32521 -1.86292 0.05636 0.030
O -1.47473 -1.44490 -0.22461 -0.946
N 0.63973 -1.02583 0.35095 0.129
C -0.08826 -3.93900 -1.29142 -0.595
C -1.27451 -4.61649 -1.55301 -0.247
C -1.51483 -5.13949 -2.81470 -0.906
C -0.57724 -4.98646 -3.82570 -0.454
C 0.60397 -4.30475 -3.57127 -0.874
C 0.84487 -3.77739 -2.31052 -0.349
C -0.46199 -4.11107 1.22796 -0.695
C -0.09676 -5.44690 1.37307 0.010
C -0.57446 -6.19251 2.43761 -0.981
C -1.42606 -5.61159 3.36841 -0.425
C -1.79404 -4.28385 3.22765 -1.080
C -1.31315 -3.53342 2.16126 0.057
H 2.23635 -3.77791 0.53872 0.255
H -2.00853 -4.73980 -0.76689 0.508
H -2.43653 -5.67239 -3.00921 0.429
H -0.76432 -5.39979 -4.80809 0.426
H 1.33979 -4.18671 -4.35634 0.440
H 1.77033 -3.24920 -2.11617 0.534
H 0.55835 -5.91103 0.64389 0.448
H -0.28623 -7.23042 2.53982 0.411
H -1.80300 -6.19419 4.19848 0.409
H -2.45956 -3.82539 3.94789 0.436
H -1.61954 -2.49992 2.05628 0.522
S -4.09202 1.60153 0.02807 0.027
C -2.64052 1.27793 0.25990 -0.216
```



An isolated molecule of C2F5NO. Source: OMol25; level of theory: ωB97M-V/def2-TZVPD.

Summary:
relative energy (zero: lowest compared OMol25 entry of this formula, charge and spin): 31.55 kcal/mol
charge: 0
SMILES string: O=C(F)C(F)(F)N(F)F
spin multiplicity: 1
LUMO level: -0.009 hartree

The geometry in XYZ format:
```
9
Properties=species:S:1:pos:R:3:mulliken_charge:R:1
O -1.21218 1.37007 0.28904 -0.359
C -1.13500 0.20017 0.24122 0.446
F -2.16429 -0.61897 0.44162 -0.196
C 0.12796 -0.57812 -0.04699 0.794
F 0.55780 -1.13976 1.06450 -0.235
F 0.04396 -1.67129 -0.98161 -0.262
N 1.28356 0.25342 -0.45107 0.100
F 1.69856 0.90910 0.65277 -0.140
F 0.79963 1.27538 -1.20947 -0.149
```